Density functional theory data (ωB97M-V with the def2-TZVPD basis set) for 2 unconnected molecules or ions with the total composition C3H7NO.

Values from the calculation:
SMILES: O=C[C@H]1CN1.[H][H]
Largest force on an atom in eV/Å: 0.7
Total charge: 0
LUMO level in eV: 0.91
Orbital gap in eV: 10.8

```
12
Properties=species:S:1:pos:R:3:forces:R:3
O -1.33200 -0.57915 -1.23798 0.441 -0.450 0.282
C -0.53325 -1.32031 -0.71360 -0.315 0.331 -0.251
C 0.43818 -0.88224 0.33356 0.036 -0.237 -0.078
C 1.01392 0.49066 0.24794 0.188 0.183 -0.144
N -0.02342 0.19673 1.21156 0.002 0.049 0.236
H -0.46755 -2.38615 -1.01388 -0.015 0.084 0.023
H 1.06553 -1.66805 0.75220 -0.118 0.135 -0.058
H 0.69754 1.12489 -0.57650 0.028 -0.130 0.118
H 2.03999 0.62452 0.58576 -0.182 -0.040 -0.034
H 0.36863 0.07170 2.14098 -0.044 0.007 -0.101
H -1.62141 1.79301 -0.82768 -0.019 0.097 -0.001
H -1.64617 2.53440 -0.90235 -0.001 -0.029 0.008
```
Forces are in eV/Å.

Density functional theory data (ωB97M-V with the def2-TZVPD basis set) for a gas-phase ion, C6H11N (charge +1) in a non-equilibrium geometry.

Values from the calculation:
⟨S²⟩: 0.7730
Largest force on an atom in eV/Å: 3.6
Total charge: +1
LUMO level (alpha / beta) in eV: -4.68 / -7.28
2S+1: 2
Orbital gap (alpha / beta) in eV: 9.3 / 7.7

```
18
Properties=species:S:1:pos:R:3:forces:R:3
C 2.99222 0.05390 -0.02789 0.163 0.971 1.698
C 1.61493 -0.44322 -0.34919 -0.928 -1.198 -0.951
N -1.29747 -1.23251 -0.34169 1.950 0.390 2.088
C -0.84692 -0.03318 0.21480 -2.367 0.291 -2.730
C 0.47730 0.34069 0.18502 1.905 0.111 0.778
C -3.14441 0.75194 -0.05086 0.092 0.860 -1.616
C -1.86881 0.99247 0.35459 -1.023 -1.003 1.938
H 3.74044 -0.70353 0.19808 -0.147 -0.227 -0.634
H 3.37263 0.81575 -0.70941 -0.053 -0.296 -0.096
H 2.87567 0.53988 0.95187 0.370 0.209 -0.138
H 1.43321 -1.47211 0.01361 0.347 0.055 0.179
H 1.49553 -0.61001 -1.43139 -0.186 0.197 -0.008
H -0.49795 -1.86515 -0.32757 -0.382 -0.351 -0.628
H -2.01958 -1.65871 0.23202 -0.423 0.130 -0.464
H 0.77482 1.20703 0.77356 -0.401 0.240 -0.275
H -4.01555 1.35533 0.18712 0.425 0.246 0.494
H -3.36075 0.17026 -0.94843 0.286 -0.682 0.532
H -1.72530 1.79117 1.07575 0.371 0.055 -0.168
```
Forces are in eV/Å.

Density functional theory data (ωB97M-V with the def2-TZVPD basis set) for 3 unconnected molecules or ions with the total composition C3H12O2S in a non-equilibrium geometry.

Values from the calculation:
⟨S²⟩: 0.7532
Largest force on an atom in eV/Å: 2.2
Total charge: +1
LUMO level (alpha / beta) in eV: -3.74 / -8.61
2S+1: 2
Orbital gap (alpha / beta) in eV: 9.5 / 4.7

```
18
Properties=species:S:1:pos:R:3:forces:R:3
C -1.66849 -0.06433 1.45632 -0.507 1.523 -0.100
C -2.11891 1.46797 1.34692 -0.598 -1.643 0.310
S -1.68037 2.16877 -0.26726 0.471 -0.403 1.899
C 0.11351 2.28198 0.00010 -0.960 0.078 -1.990
H -1.94808 -0.39089 2.45471 0.169 0.118 0.156
H -2.33086 -0.60231 0.78059 0.691 -0.350 -0.280
H -0.58989 -0.12434 1.33145 -0.186 -0.625 -0.224
H -3.20336 1.35694 1.47688 0.171 0.859 -0.396
H -1.69401 2.01684 2.19158 0.132 0.349 -0.456
H 0.48691 1.51067 0.65702 0.032 0.251 0.361
H 0.35189 3.32694 0.18346 0.104 0.030 0.583
H 0.44198 2.11552 -1.03202 0.484 -0.128 0.168
H 5.89129 -2.39978 -2.79648 0.026 0.300 0.181
H 4.78565 -3.30028 -3.21633 -0.261 0.504 0.340
O 4.93215 -2.46765 -2.72886 0.218 -0.787 -0.510
H -0.01195 -1.83909 -0.39727 0.353 -0.483 -0.168
H -1.34401 -2.40682 -0.69533 -0.211 -0.472 -0.203
O -0.41345 -2.65012 -0.74548 -0.126 0.880 0.329
```
Forces are in eV/Å.

Please write out number 1 again, unchanged.
Density functional theory data (ωB97M-V with the def2-TZVPD basis set) for 2 unconnected molecules or ions with the total composition C3H7NO.

Values from the calculation:
SMILES: O=C[C@H]1CN1.[H][H]
Largest force on an atom in eV/Å: 0.7
Total charge: 0
LUMO level in eV: 0.91
Orbital gap in eV: 10.8

```
12
Properties=species:S:1:pos:R:3:forces:R:3
O -1.33200 -0.57915 -1.23798 0.441 -0.450 0.282
C -0.53325 -1.32031 -0.71360 -0.315 0.331 -0.251
C 0.43818 -0.88224 0.33356 0.036 -0.237 -0.078
C 1.01392 0.49066 0.24794 0.188 0.183 -0.144
N -0.02342 0.19673 1.21156 0.002 0.049 0.236
H -0.46755 -2.38615 -1.01388 -0.015 0.084 0.023
H 1.06553 -1.66805 0.75220 -0.118 0.135 -0.058
H 0.69754 1.12489 -0.57650 0.028 -0.130 0.118
H 2.03999 0.62452 0.58576 -0.182 -0.040 -0.034
H 0.36863 0.07170 2.14098 -0.044 0.007 -0.101
H -1.62141 1.79301 -0.82768 -0.019 0.097 -0.001
H -1.64617 2.53440 -0.90235 -0.001 -0.029 0.008
```
Forces are in eV/Å.

- What is the formula in the third record?
  C3H12O2S

- Which formula does entry 3 have?
  C3H12O2S

- Among the records above, which one has the lowest total charge?
  C3H7NO